[1]
60
Properties=species:S:1:pos:R:3:forces:R:3 method="wB97M-V/def2-TZVPD" e_above_lowest_kj_mol=279.2 lumo_energy_ev=-0.8 e_homo_ev=-7.769
C -1.192 3.097 -4.553 -0.05 -0.03 -0.05
C -1.436 2.222 -3.364 0.02 -0.10 0.05
C -0.808 0.985 -3.261 -0.07 0.08 -0.04
C -1.021 0.166 -2.169 -0.14 0.00 0.09
C -1.881 0.570 -1.148 -0.09 0.21 -0.31
C -2.132 -0.244 0.074 0.02 -0.10 0.18
O -3.205 -0.212 0.654 -0.09 0.20 -0.02
N -1.032 -0.952 0.454 0.34 0.14 -0.64
C -0.654 -1.744 1.539 0.95 -0.24 0.61
C 0.670 -1.886 1.807 -1.03 0.07 -0.04
C 1.777 -1.264 1.157 1.16 -0.27 0.39
C 3.131 -1.448 1.364 -0.97 0.03 -0.06
C 3.800 -0.616 0.455 -0.62 0.59 -0.50
C 2.830 0.045 -0.265 0.89 -0.53 0.59
C 2.858 1.094 -1.262 0.01 0.20 -0.31
C 1.789 1.998 -1.312 0.23 -0.11 0.06
C 1.792 3.068 -2.182 0.12 0.08 -0.10
C 2.876 3.289 -3.021 -0.11 -0.05 0.09
C 3.938 2.406 -3.002 0.18 -0.21 0.04
C 3.921 1.307 -2.152 -1.09 0.87 0.06
N 5.000 0.364 -2.302 0.39 -0.44 -0.13
O 6.099 0.814 -2.545 0.35 0.09 0.01
O 4.734 -0.816 -2.227 0.03 -0.21 -0.09
O 1.604 -0.342 0.175 -0.09 0.06 -0.16
C -1.577 -2.556 2.409 -0.23 -0.10 -0.17
O -1.104 -3.397 3.158 0.07 -0.06 0.22
N -2.891 -2.341 2.270 -0.24 0.08 -0.07
C -3.838 -2.997 3.138 0.06 -0.11 0.35
C -4.012 -2.229 4.455 0.10 -0.06 -0.23
N -4.281 -0.819 4.234 -0.02 -0.08 0.10
C -5.599 -0.582 3.685 0.12 0.01 0.00
C -4.072 -0.048 5.441 0.03 0.00 -0.06
C -2.538 1.791 -1.265 0.03 -0.18 0.16
C -2.310 2.609 -2.354 0.07 -0.03 -0.03
H -1.427 4.135 -4.331 0.01 0.09 -0.03
H -1.825 2.779 -5.382 0.00 0.04 -0.10
H -0.156 3.026 -4.879 0.07 0.04 -0.06
H -0.142 0.661 -4.047 0.09 -0.03 -0.08
H -0.537 -0.800 -2.138 0.06 -0.08 0.03
H -0.221 -0.733 -0.114 -0.34 0.05 0.09
H 0.924 -2.561 2.610 -0.06 -0.05 -0.02
H 3.577 -2.107 2.079 0.02 -0.18 0.19
H 4.861 -0.511 0.357 0.19 0.06 -0.10
H 0.958 1.857 -0.639 -0.06 -0.01 0.06
H 0.949 3.742 -2.196 -0.09 0.07 0.01
H 2.889 4.136 -3.689 0.02 0.07 -0.07
H 4.786 2.538 -3.657 0.03 0.00 -0.02
H -3.216 -1.498 1.792 0.25 -0.10 -0.02
H -4.785 -3.088 2.604 0.04 -0.05 0.03
H -3.456 -3.995 3.367 -0.17 0.08 -0.06
H -3.071 -2.304 5.006 -0.06 -0.04 0.02
H -4.803 -2.717 5.053 0.04 0.03 0.02
H -5.735 0.489 3.549 -0.07 0.03 -0.05
H -5.683 -1.057 2.711 -0.12 -0.01 -0.08
H -6.404 -0.959 4.338 -0.03 -0.01 0.01
H -4.215 1.008 5.215 0.00 0.06 0.07
H -3.049 -0.191 5.787 0.02 0.02 0.06
H -4.760 -0.329 6.254 -0.02 0.01 0.03
H -3.218 2.089 -0.482 -0.07 0.01 0.07
H -2.817 3.560 -2.424 -0.04 0.11 0.00

=====

[2]
41
Properties=species:S:1:pos:R:3:forces:R:3 method="wB97M-V/def2-TZVPD" lumo_energy_ev="-1.0 / -2.4" spin_multiplicity=5 s2=6.061 e_homo_ev="-7.705 / -7.741"
Pd 0.855 0.341 0.301 0.02 -1.76 -0.68
Cl -3.222 -5.131 1.410 -0.03 -0.01 0.02
C -2.711 -3.541 1.000 0.00 0.08 -0.02
C -1.407 -3.330 0.665 -0.08 -0.07 0.02
C -0.947 -2.035 0.337 -0.02 -0.05 -0.01
N 0.323 -1.729 0.020 -0.01 0.20 0.00
C 1.265 -2.659 -0.328 -0.10 0.02 0.04
O 1.057 -3.819 -0.632 0.00 -0.02 0.00
C 2.677 -2.132 -0.336 0.07 -0.06 0.03
C 3.696 -2.985 -0.725 -0.01 -0.04 0.01
C 5.001 -2.528 -0.682 0.04 0.00 -0.03
C 5.239 -1.238 -0.240 -0.01 0.00 0.03
C 4.159 -0.451 0.127 0.10 -0.03 -0.06
N 2.906 -0.882 0.072 -0.26 0.10 -0.13
C -1.886 -0.937 0.346 -0.04 0.18 -0.01
C -3.237 -1.205 0.684 -0.05 -0.08 0.02
C -3.641 -2.461 1.013 0.06 0.02 -0.04
Cl -5.285 -2.728 1.448 -0.03 -0.04 0.02
N -1.433 0.300 0.051 0.14 -0.01 -0.06
C -2.291 1.192 -0.566 -0.10 0.06 -0.09
O -3.272 0.849 -1.202 0.06 -0.06 0.06
C -1.980 2.670 -0.529 0.09 0.03 -0.06
C -2.421 3.433 -1.606 -0.05 -0.09 -0.03
C -2.202 4.796 -1.593 -0.02 0.02 -0.01
C -1.577 5.358 -0.490 0.06 0.04 0.02
C -1.185 4.520 0.539 0.01 -0.01 0.00
N -1.369 3.201 0.522 0.10 -0.17 0.17
H -0.721 -4.160 0.651 0.03 0.00 -0.01
H 3.437 -3.984 -1.045 0.01 0.01 0.01
H 5.819 -3.169 -0.987 -0.02 0.01 0.02
H 6.241 -0.836 -0.176 -0.02 -0.01 -0.01
H 4.305 0.561 0.473 -0.01 0.10 0.02
H -3.953 -0.400 0.696 0.00 0.01 0.00
H -2.924 2.937 -2.423 0.01 0.03 -0.01
H -2.519 5.412 -2.424 0.01 -0.01 0.02
H -1.387 6.422 -0.424 -0.02 -0.04 -0.01
H -0.692 4.922 1.417 0.02 0.01 0.02
Se 1.443 -0.548 3.157 0.00 0.26 0.04
Te 0.381 1.544 2.550 -0.32 0.31 1.02
Te 2.149 2.570 0.591 0.23 0.66 -0.16
Se 1.310 1.860 -1.661 0.15 0.41 -0.15

=====

[3]
9
Properties=species:S:1:pos:R:3:forces:R:3 method="wB97M-V/def2-TZVPD" e_above_lowest_kj_mol=289.8 lumo_energy_ev=-0.7 smiles="O/N=C/SC=S" e_homo_ev=-8.975
O 0.023 -0.895 -3.359 1.09 -1.02 -1.31
N -0.701 -0.339 -2.388 -0.60 0.71 2.13
C -0.099 -0.552 -1.291 0.41 0.23 -0.05
S -0.693 0.194 0.181 0.25 0.29 0.38
C 0.645 0.055 1.292 -0.80 -0.02 2.11
S 0.678 0.750 2.817 -0.09 -0.62 -2.26
H -0.476 -0.705 -4.135 -0.46 0.09 -1.15
H 0.847 -1.102 -1.369 -0.17 0.11 0.63
H 1.324 -0.771 1.108 0.36 0.22 -0.47

=====

[4]
10
Properties=species:S:1:pos:R:3:forces:R:3 method="wB97M-V/def2-TZVPD" e_above_lowest_kj_mol=475.5 lumo_energy_ev=0.7 e_homo_ev=-9.148
C 0.540 -2.054 -1.024 -1.16 1.64 -0.32
C 1.277 -2.285 -0.115 0.87 -1.78 0.16
N -0.195 2.086 0.898 -0.47 0.21 -0.02
O -1.185 1.031 -1.292 0.35 0.67 -1.51
S -1.390 1.192 0.133 0.71 -2.75 2.36
H -0.185 -1.505 -1.557 -0.37 0.06 -0.78
H -0.554 2.766 1.625 1.13 -1.04 -1.65
H 1.857 -3.054 0.318 0.64 0.19 0.92
H 0.751 2.067 0.472 -0.95 0.37 0.93
H -0.916 -0.246 0.543 -0.74 2.43 -0.09

=====

[5]
7
Properties=species:S:1:pos:R:3:forces:R:3 method="wB97M-V/def2-TZVPD" e_above_lowest_kj_mol=72.2 lumo_energy_ev=-1.7 e_homo_ev=-10.338
C -0.575 -0.246 -0.469 -0.06 0.58 -1.57
O 2.042 0.215 -0.178 -2.01 -1.39 2.74
F -1.177 0.951 -0.516 0.14 -0.11 1.44
F -1.490 -1.192 -0.497 -0.76 -0.69 1.97
F -0.055 -0.360 -1.669 1.92 -0.02 -0.88
S 1.043 -0.439 0.778 0.60 1.80 -3.34
I 0.212 1.070 2.551 0.15 -0.16 -0.36

=====

[6]
16
Properties=species:S:1:pos:R:3:forces:R:3 method="wB97M-V/def2-TZVPD" e_above_lowest_kj_mol=336.6 lumo_energy_ev=0.5 smiles="O=[N+]([O-])C1(Br)OCCCO1" e_homo_ev=-10.116
O -2.116 2.258 -0.311 1.06 2.32 -1.28
N -2.385 1.156 -0.017 2.29 -2.31 0.61
O -3.373 0.770 0.483 -2.21 -0.80 0.62
C -1.113 0.038 -0.019 -1.92 -0.99 -0.70
Br -2.024 -1.741 0.385 0.26 0.14 -0.32
O -0.439 0.372 1.063 0.20 0.41 -0.37
C 0.869 -0.205 1.166 0.56 2.92 3.45
C 1.646 0.062 -0.100 -1.68 -0.43 -0.31
C 0.829 -0.606 -1.291 1.39 0.86 0.97
O -0.533 -0.035 -1.245 0.99 -0.04 0.04
H 0.817 -1.201 1.559 -0.22 -0.99 -0.67
H 1.178 0.370 2.169 0.25 -0.97 -2.45
H 1.741 1.171 -0.313 -0.03 -1.40 0.35
H 2.582 -0.434 0.019 0.97 -0.10 -0.27
H 1.429 -0.248 -2.134 -1.20 0.30 -0.53
H 0.890 -1.727 -1.412 -0.73 1.09 0.86

=====

[7]
16
Properties=species:S:1:pos:R:3:forces:R:3 method="wB97M-V/def2-TZVPD" e_above_lowest_kj_mol=51.0 lumo_energy_ev=0.8 smiles=ClCCCl.ClCCCl e_homo_ev=-10.692
Cl 0.406 -3.469 3.378 -0.14 -0.60 -0.01
C 0.473 -1.751 3.741 1.02 0.26 0.92
C 1.511 -1.069 2.864 -0.14 1.14 0.25
Cl 0.998 -1.043 1.206 -0.40 -0.06 -1.46
H 0.809 -1.631 4.771 0.13 -0.25 0.10
H -0.546 -1.367 3.760 0.24 0.28 -0.75
H 2.541 -1.427 2.851 -0.37 -0.78 0.51
H 1.635 -0.016 3.114 -0.35 0.02 0.43
Cl 0.411 2.929 -2.285 -0.93 -0.17 -0.14
C -1.118 1.992 -2.587 0.94 -1.50 -1.40
C -0.851 1.023 -3.785 -0.35 0.49 -0.08
Cl -2.203 -0.181 -3.874 0.44 0.22 0.19
H -1.960 2.597 -2.924 0.24 0.36 0.72
H -1.309 1.356 -1.722 -0.15 0.54 0.10
H 0.113 0.514 -3.768 -0.26 -0.12 0.43
H -0.910 1.543 -4.741 0.08 0.17 0.19

=====

[8]
31
Properties=species:S:1:pos:R:3:forces:R:3 method="wB97M-V/def2-TZVPD" e_above_lowest_kj_mol=1.2 lumo_energy_ev=0.0 e_homo_ev=-6.824
Cl 1.814 4.346 -1.638 -0.13 -0.41 0.11
C -0.963 -0.676 -2.208 0.52 -0.51 0.17
C -0.891 0.192 -0.980 0.00 0.53 -0.46
N 0.473 0.254 -0.335 -0.05 0.17 0.77
C 1.406 0.935 -1.296 -0.44 0.79 0.07
C 0.298 1.010 0.972 0.85 0.15 0.66
C 0.167 2.511 0.891 -0.19 0.52 -1.03
C 1.138 -1.058 0.019 -0.52 0.15 -0.57
C 0.434 -1.958 1.023 -0.34 -0.89 -0.30
O -0.958 -2.064 0.757 0.18 0.69 0.20
C -1.820 -2.093 1.878 -0.04 -0.05 0.58
H -0.906 -1.712 -1.871 -0.33 -0.11 -0.34
H -0.142 -0.516 -2.905 -0.02 0.18 -0.01
H -1.879 -0.476 -2.756 -0.16 -0.15 0.12
H -1.607 -0.134 -0.241 0.01 -0.08 0.12
H -1.098 1.231 -1.233 -0.03 -0.02 0.03
H 0.916 1.832 -1.684 0.11 -0.01 -0.13
H 1.611 0.216 -2.078 0.29 0.12 -0.11
H 2.297 1.334 -0.816 0.06 -0.38 0.20
H 1.209 0.774 1.527 -0.15 -0.04 0.18
H -0.550 0.561 1.485 -0.01 -0.17 -0.10
H 1.114 3.033 0.749 0.05 -0.16 -0.16
H -0.321 2.969 1.748 -0.08 -0.43 0.21
H -0.425 2.784 0.013 0.00 0.21 0.14
H 2.113 -0.759 0.397 0.11 -0.22 -0.01
H 1.277 -1.568 -0.932 -0.01 -0.13 0.06
H 0.657 -1.703 2.060 -0.22 0.29 0.00
H 0.812 -2.975 0.859 0.50 0.19 0.15
H -2.296 -3.072 1.922 -0.17 0.08 0.07
H -2.573 -1.299 1.844 -0.06 -0.13 -0.45
H -1.306 -1.918 2.831 0.26 -0.19 -0.19

=====

Largest force on an atom for the records above, in order: 0.0272; 0.0367; 0.0456; 0.0718; 0.0748; 0.0885; 0.0439; 0.0227 Eh/bohr